Entry from OMol25: C17H18N2O4S in the gas phase (the ωB97M-V functional and the def2-TZVPD basis).

- structure (SMILES) = CCOC(=O)CSc1ccc(C(=O)Nc2ccc(OC)cc2)cn1
- LUMO energy (eV) = 0.4
- electronic energy (eV) = -39927.0559
- HOMO-LUMO gap (eV) = 8.42
- energy above the lowest of the compared OMol25 structures with the same formula, charge and spin (kcal per mole) = 26.2

Each line ends with the natural charge from an NBO analysis.
Element x y z (Å)
1 C 0.99 6.73 -0.83  -0.633
2 C 0.62 5.30 -1.18  -0.074
3 H -0.12 4.90 -0.48  0.191
4 H 0.23 5.24 -2.21  0.199
5 O 1.74 4.42 -1.06  -0.506
6 C 2.56 4.34 -2.10  0.793
7 O 2.43 4.93 -3.14  -0.598
8 C 3.70 3.37 -1.84  -0.644
9 H 4.61 3.72 -2.32  0.256
10 H 3.42 2.39 -2.23  0.284
11 S 4.05 3.14 -0.07  0.287
12 C 2.83 1.95 0.35  0.079
13 N 2.14 1.41 -0.64  -0.474
14 C 1.23 0.50 -0.34  0.069
15 C 0.97 0.07 0.95  -0.210
16 C 1.69 0.67 1.99  -0.112
17 C 2.64 1.62 1.69  -0.260
18 H 3.23 2.10 2.45  0.229
19 H 1.49 0.37 3.01  0.242
20 C -0.08 -0.94 1.31  0.670
21 O -0.67 -0.88 2.37  -0.607
22 N -0.27 -1.89 0.35  -0.586
23 C -1.17 -2.96 0.35  0.091
24 C -1.13 -3.85 -0.73  -0.210
25 C -1.99 -4.92 -0.79  -0.244
26 C -2.92 -5.14 0.22  0.294
27 C -2.96 -4.26 1.30  -0.309
28 C -2.09 -3.18 1.36  -0.166
29 H -2.13 -2.51 2.20  0.247
30 H -3.67 -4.40 2.10  0.220
31 O -3.73 -6.22 0.06  -0.494
32 C -4.69 -6.49 1.05  -0.252
33 H -5.41 -5.68 1.15  0.176
34 H -4.22 -6.69 2.02  0.176
35 H -5.21 -7.39 0.72  0.200
36 H -1.96 -5.60 -1.63  0.226
37 H -0.41 -3.69 -1.52  0.205
38 H 0.34 -1.86 -0.45  0.399
39 H 0.67 0.13 -1.20  0.192
40 H 1.72 7.10 -1.55  0.222
41 H 0.11 7.36 -0.87  0.217
42 H 1.42 6.77 0.16  0.212